{"formula": "C33H37N8O9P2S4Sr", "method": "the ωB97M-V functional and the def2-TZVPD basis", "total_charge": -1, "homo_ev": -4.01, "spin_multiplicity": 1, "fmax_ha_per_bohr": 0.142, "total_energy_ev": -127935.732, "de_lowest_ev": 4.926, "lumo_ev": 1.763, "gap_ha": 0.21231, "elements": ["S", "C", "C", "H", "C", "C", "H", "C", "N", "C", "C", "H", "H", "Sr", "H", "C", "N", "C", "N", "C", "H", "H", "H", "H", "O", "H", "C", "H", "H", "P", "H", "O", "C", "O", "C", "O", "O", "C", "H", "C", "O", "C", "C", "C", "S", "C", "C", "O", "C", "H", "H", "H", "H", "H", "C", "C", "H", "N", "C", "C", "S", "N", "O", "H", "C", "O", "H", "H", "C", "C", "C", "H", "C", "H", "H", "H", "H", "N", "C", "N", "P", "H", "H", "H", "H", "H", "C", "N", "C", "H", "H", "H", "H", "S"], "xyz": [[3.266232, 1.055950, -4.213501], [-2.808549, 2.808792, -3.178071], [-2.099214, -2.937676, 4.892724], [-0.375119, -1.591989, 3.115187], [2.530240, 7.958418, -0.227844], [4.602412, -2.003465, -2.615596], [-4.410034, 0.427751, -2.016239], [-0.645650, -4.067866, 1.022278], [3.247274, -2.474108, -2.449303], [2.618087, -2.310808, -1.199111], [1.318508, 3.539739, 0.974928], [0.724467, -3.768330, -4.206969], [1.945821, 0.514407, -0.299058], [-0.590493, -0.925641, -0.864385], [-0.726689, -6.843258, 1.498032], [-1.216876, 0.653453, 5.522671], [1.285415, -2.503486, -1.131436], [0.667101, 5.112346, 2.655520], [-0.029844, 0.386308, 3.029492], [-0.518030, -0.654735, 3.638746], [0.572348, 6.117627, 3.047042], [-3.056414, 2.864063, -4.240612], [1.980570, -0.594439, 0.862495], [2.164924, 7.548865, 1.894731], [-0.153122, 0.296174, -2.539282], [-3.542870, 3.358886, -2.586930], [1.681784, 5.942703, 0.538259], [-1.840020, 3.281978, -3.021638], [5.212018, -2.751829, -3.125716], [-2.511040, 1.293084, -0.850140], [-3.716096, -4.966505, 0.946760], [2.161201, 3.229400, -3.203002], [-0.148708, 1.597648, 3.588586], [-2.538626, -0.182114, -0.570259], [-2.727494, 1.390098, -2.694674], [3.298399, -2.039059, -0.221872], [-0.674428, -3.010777, -2.041694], [-1.349151, -6.434462, 0.699758], [2.915464, 8.960538, -0.153001], [-0.793936, 3.100663, 5.418546], [-3.588209, 2.113414, -0.253779], [-2.795814, -4.417878, 1.004691], [2.942720, 2.139652, -2.989041], [1.210632, 4.884037, 1.401065], [3.532620, 2.039841, -1.435589], [-0.722506, 1.786943, 4.870019], [-1.747089, -1.759760, 5.498721], [-1.027330, 1.055527, -4.766440], [2.396110, 7.283754, -1.402629], [-0.433147, 5.170234, 5.136310], [-1.972460, -3.114366, 3.839076], [4.995072, -1.816200, -1.618732], [-4.608260, 0.968835, -3.603895], [1.080234, 0.766346, 1.040813], [-1.166738, -0.585180, 4.897771], [-2.746374, -3.398863, 7.057073], [-1.222372, 3.222821, 6.404844], [1.347012, 0.037853, 0.375067], [0.561075, -2.941387, -2.177467], [1.258420, -3.322764, -3.385389], [-2.126460, -1.802671, 7.202177], [-3.952963, 0.585535, -2.923074], [-2.144545, -0.945460, -3.654403], [-3.220043, -2.269446, 1.294257], [-0.356008, 4.175295, 4.719403], [-1.066225, 1.901563, -0.630031], [2.630930, 7.630807, -2.390736], [1.808955, 3.309160, 0.037657], [0.335182, 2.734080, 2.866806], [2.565984, -2.998668, -3.485393], [2.116886, 7.196949, 0.879357], [4.601863, -1.069259, -3.182791], [0.214887, 4.029825, 3.422622], [-3.017706, -4.840946, 5.485171], [3.133657, -3.162949, -4.393478], [-0.594039, 1.266149, -1.204724], [1.225900, 2.503519, -4.894532], [0.905386, 2.526485, 1.675514], [-2.672372, -3.866016, 5.783004], [-1.580783, -5.034419, 0.917982], [-1.387464, 0.324078, -3.357889], [0.411756, -4.254436, 0.996391], [-0.841470, -6.590765, -0.253837], [0.883321, 4.192522, -4.411555], [2.443147, 3.753159, -5.180908], [-0.080577, 0.999339, -4.908240], [-2.536652, -3.085781, 1.160543], [-1.188444, -2.881056, 1.174103], [1.653544, 3.427326, -4.493957], [-1.653952, 0.749743, 6.509388], [-3.428222, -0.355739, -3.286437], [-2.301577, -6.963150, 0.686091], [-3.138461, -3.883450, 7.927571], [1.781086, 5.697864, -1.178815]], "atomic_forces_ev_per_a": [[-0.1, -0.3, -0.7], [0.0, 0.3, -0.1], [0.2, 0.6, 0.1], [-0.2, -0.2, 0.1], [0.0, 0.1, -0.3], [0.4, 0.2, 0.0], [-0.2, 0.0, -0.4], [0.1, 0.3, 0.1], [-0.1, 0.1, 0.1], [0.2, -0.3, 0.0], [0.1, 0.4, 0.0], [-0.1, 0.0, -0.1], [0.2, 0.0, -0.1], [2.8, -5.2, 4.2], [-0.1, 0.0, 0.0], [0.0, -0.5, -0.3], [0.4, -0.4, -0.1], [0.2, -0.1, -0.5], [0.0, 0.2, -0.3], [-0.1, -0.1, 0.3], [0.0, 0.1, 0.0], [0.1, 0.0, 0.0], [-0.2, -0.1, -0.2], [0.0, 0.0, 0.2], [1.1, 1.9, -1.7], [0.0, 0.0, 0.0], [0.2, 0.5, -0.7], [0.0, 0.1, -0.1], [0.0, -0.1, 0.0], [-2.9, 2.0, 0.9], [-0.1, -0.1, 0.0], [-0.1, 0.0, 0.1], [-0.3, -0.1, 0.8], [-2.9, 0.9, 0.3], [0.8, 0.0, 0.7], [0.3, 0.1, 0.3], [-1.0, -0.5, -0.4], [0.3, -0.4, -0.1], [0.1, 0.2, 0.0], [0.0, 0.4, 0.0], [0.1, 0.1, -0.1], [-0.4, 0.3, 0.0], [0.2, 0.0, 0.2], [-0.4, -0.4, 0.8], [0.3, 0.0, 0.5], [0.3, -0.2, -0.5], [-0.3, -0.7, 0.5], [-0.4, -0.3, 0.7], [-0.2, -0.3, 0.0], [0.0, 0.1, 0.1], [0.0, 0.0, -0.2], [0.1, 0.0, -0.1], [0.2, 0.1, 0.1], [0.1, -0.2, -0.2], [0.3, 1.0, -0.1], [0.0, 0.2, 0.0], [0.0, 0.0, 0.1], [0.4, 0.4, 0.4], [1.3, -0.9, -0.2], [0.0, 0.1, -0.3], [0.0, -0.4, -0.6], [-0.2, -0.8, 0.1], [0.0, 0.1, 0.5], [-0.2, 0.1, -0.1], [-0.2, -0.1, 0.4], [-0.2, -0.4, 0.0], [0.1, 0.0, -0.2], [0.1, -0.1, -0.2], [0.2, 0.9, 0.1], [-0.5, -0.2, -0.1], [-0.1, -0.4, 0.1], [0.0, 0.0, 0.1], [0.1, -0.5, -0.3], [-0.1, -0.1, 0.0], [0.0, 0.0, 0.0], [1.6, 1.3, -0.4], [0.1, 0.3, 0.0], [-0.2, 0.0, 0.2], [-0.1, -0.2, 0.4], [0.1, 0.2, 0.1], [-1.1, 0.7, -4.2], [0.2, -0.1, -0.2], [-0.1, 0.0, 0.0], [0.0, 0.1, 0.0], [-0.1, -0.1, 0.0], [0.6, 0.0, -0.2], [-0.2, -0.3, 0.1], [0.3, 0.1, 0.0], [-0.2, 0.1, -0.6], [-0.1, 0.1, 0.0], [-0.5, 0.1, 0.0], [0.1, 0.1, 0.0], [-0.1, -0.2, 0.2], [0.2, 0.5, 0.4]], "lowdin_charge": [0.544, -0.068, -0.108, 0.100, -0.203, -0.044, 0.135, -0.160, -0.050, -0.524, -0.084, 0.098, -0.050, 1.541, 0.091, 0.017, 0.047, 0.048, 0.153, -0.050, 0.119, 0.083, 0.031, 0.103, -0.473, 0.084, -0.467, 0.091, 0.084, 0.226, 0.109, -0.312, -0.136, -0.517, -0.515, 0.012, -0.153, -0.022, 0.093, -0.033, -0.284, -0.072, -1.392, -0.192, 0.570, -0.140, -0.469, -0.119, -0.407, 0.109, 0.089, 0.085, 0.158, -0.027, -0.202, -0.428, 0.109, -0.052, -0.609, 0.003, 1.035, 0.132, -0.258, 0.102, -0.031, -0.121, 0.058, 0.025, -0.136, -0.074, -0.134, 0.023, -0.138, 0.098, 0.127, -0.028, 0.019, 0.125, -0.189, -0.129, 0.364, 0.137, 0.097, 0.084, 0.084, 0.044, -0.159, 0.019, -0.173, 0.095, 0.104, 0.087, 0.052, 1.093]}